No. 1
Entry from the Open Molecules 2025 dataset: C20H34N4O3 in the gas phase (wB97M-V/def2-TZVPD).

Geometry as ORCA input:
```
! RIJCOSX wB97M-V def2-TZVPD def2/J DEFGRID3
* xyz 0 1
C -0.582 -0.061 -4.462
C -1.197 -0.655 -3.199
N -1.998 0.303 -2.457
C -3.408 0.373 -2.767
C -4.250 -0.815 -2.174
C -4.943 -1.611 -3.267
N -3.460 -1.710 -1.352
C -2.956 -1.269 -0.160
O -3.406 -0.281 0.391
C -1.807 -2.010 0.408
C -1.209 -1.679 1.654
C -0.109 -2.477 1.797
N -0.010 -3.283 0.690
C 0.968 -4.336 0.508
C -1.037 -3.004 -0.157
C -1.458 1.197 -1.558
O -2.060 2.152 -1.132
C -0.050 0.846 -1.083
O 0.338 1.741 -0.088
C 1.486 1.295 0.604
C 1.672 2.179 1.829
C 0.471 2.013 2.750
N 2.922 1.825 2.498
C 3.122 2.512 3.771
C 4.584 2.232 4.116
C 5.263 2.026 2.746
C 4.122 2.165 1.736
H -0.030 -0.820 -5.020
H -1.360 0.341 -5.113
H 0.103 0.751 -4.220
H -1.850 -1.484 -3.477
H -0.428 -1.083 -2.555
H -3.777 1.313 -2.367
H -3.538 0.399 -3.854
H -5.004 -0.380 -1.518
H -5.562 -0.954 -3.879
H -4.214 -2.085 -3.932
H -5.583 -2.385 -2.843
H -3.031 -2.504 -1.793
H -1.559 -0.916 2.328
H 0.620 -2.542 2.588
H 1.129 -4.500 -0.556
H 1.912 -4.035 0.958
H 0.637 -5.268 0.966
H -1.122 -3.532 -1.094
H -0.077 -0.178 -0.684
H 0.659 0.855 -1.925
H 1.353 0.254 0.934
H 2.359 1.333 -0.059
H 1.714 3.228 1.485
H -0.446 2.114 2.173
H 0.490 1.020 3.208
H 0.458 2.761 3.542
H 2.956 3.599 3.654
H 2.431 2.152 4.530
H 5.025 3.046 4.689
H 4.658 1.327 4.718
H 6.054 2.750 2.555
H 5.707 1.032 2.684
H 4.250 1.516 0.871
H 4.058 3.204 1.367
*
```

Calculated total energy   -1227.23747 a.u.
ΔE to the lowest compared entry with this formula, charge and spin   11.4 kcal/mol
Largest force on an atom   0.12 eV/Å


No. 2
Entry from the Open Molecules 2025 dataset: a molecular structure, C20H35AlB3BrCl2CsF2LiN4O20PS (wB97M-V/def2-TZVPD).

Geometry as ORCA input:
```
! RIJCOSX wB97M-V def2-TZVPD def2/J DEFGRID3
* xyz -1 1
C 2.700 1.599 2.251
C 2.897 0.122 2.063
O 1.932 -0.456 2.999
B 0.998 -1.207 2.455
O 1.061 -2.546 2.212
C -0.150 -0.195 2.100
C 0.174 0.743 1.251
N -0.863 1.542 1.061
C -0.682 2.642 0.127
C 0.643 2.659 -0.534
O 1.523 3.410 -0.140
Br 0.786 1.435 -1.903
C -1.890 1.121 1.792
B -3.334 1.757 1.829
O -3.420 3.113 1.582
C -4.634 0.935 2.093
C -5.615 1.862 2.836
N -1.445 0.030 2.414
C -2.296 -0.787 3.233
C -2.683 -2.021 2.431
C -4.056 -2.529 2.826
C -2.729 -1.781 0.913
H 1.657 1.811 2.056
H 3.281 2.188 1.564
H 2.913 1.896 3.261
H 2.686 -0.097 1.024
H 3.898 -0.202 2.273
H 1.068 -3.077 3.007
H 1.144 0.806 0.810
H -1.445 2.548 -0.630
H -0.811 3.582 0.622
H -3.019 3.613 2.295
H -5.117 0.653 1.157
H -4.473 0.025 2.627
H -6.008 2.608 2.175
H -5.092 2.337 3.650
H -6.441 1.293 3.225
H -3.135 -0.241 3.588
H -1.765 -1.059 4.131
H -1.979 -2.811 2.634
H -4.061 -3.557 2.499
H -4.818 -2.039 2.244
H -4.284 -2.433 3.878
H -2.303 -2.645 0.434
H -2.145 -0.943 0.572
H -3.734 -1.661 0.544
C 1.075 4.163 -4.034
C 0.725 5.050 -5.129
N 0.450 5.758 -5.985
H 0.635 4.559 -3.113
H 0.687 3.168 -4.223
H 2.158 4.104 -3.921
C -7.419 -4.553 2.124
C -6.993 -5.257 0.862
O -5.597 -5.196 0.640
H -7.091 -3.516 2.057
H -8.498 -4.581 2.273
H -6.943 -5.001 2.996
H -7.465 -4.752 0.008
H -7.298 -6.313 0.872
H -5.154 -5.632 1.375
O 4.408 2.338 -2.247
P 4.775 0.881 -1.961
O 6.261 0.684 -1.715
O 4.363 0.035 -3.155
O 4.021 0.417 -0.706
Al 2.190 5.280 0.130
N -6.651 -1.262 -0.736
O -5.866 -1.730 0.129
O -6.951 -0.059 -0.701
O -7.123 -2.017 -1.610
B 9.461 -0.686 -5.627
O 8.868 0.511 -4.961
C 7.565 0.328 -4.802
O 6.803 1.103 -4.303
C 7.208 -1.060 -5.382
O 6.116 -1.561 -5.416
O 8.305 -1.622 -5.849
F 10.409 -1.280 -4.818
F 10.027 -0.335 -6.845
C 7.133 -4.592 -5.125
Cl 8.382 -5.710 -5.726
Cl 7.371 -4.189 -3.428
H 7.174 -3.677 -5.701
H 6.167 -5.067 -5.236
Cs -0.717 6.158 0.298
O 4.183 6.447 3.747
S 3.874 5.249 2.953
O 5.121 4.626 2.500
O 3.031 5.642 1.781
O 3.119 4.275 3.755
Li -7.231 -5.172 -1.575
*
```

Calculated total energy   -7285.27042 a.u.
Largest force on an atom   7.84 eV/Å